{
  "formula": "C15H53N4O12S",
  "method": "ωB97M-V with the def2-TZVPD basis set",
  "species": ["C", "O", "C", "N", "S", "C", "N", "C", "N", "N", "H", "H", "H", "H", "H", "H", "H", "H", "H", "C", "O", "H", "H", "H", "H", "C", "O", "H", "H", "H", "H", "C", "O", "H", "H", "H", "H", "C", "O", "H", "H", "H", "H", "C", "O", "H", "H", "H", "H", "C", "O", "H", "H", "H", "H", "C", "O", "H", "H", "H", "H", "C", "O", "H", "H", "H", "H", "C", "O", "H", "H", "H", "H", "C", "O", "H", "H", "H", "H", "C", "O", "H", "H", "H", "H"],
  "positions_angstrom": [[2.2455, 2.5204, 0.3256], [1.3383, 2.0818, -0.6887], [0.1124, 1.7134, -0.2536], [-0.7800, 2.8769, 0.0093], [-0.4879, 4.3702, -0.7803], [-1.8560, 2.7207, 0.7799], [-2.7595, 3.6708, 1.0363], [-3.6795, 3.1005, 1.7696], [-3.4187, 1.8188, 2.0082], [-2.2283, 1.5726, 1.3983], [2.2574, 3.5915, 0.3355], [3.2094, 2.1607, 0.0784], [1.9311, 2.1827, 1.3010], [0.1786, 1.1311, 0.6642], [-0.3553, 1.1059, -1.0080], [-0.4169, 5.1983, 0.2711], [-4.5472, 3.6255, 2.1057], [-3.9648, 1.1527, 2.5276], [-1.7530, 0.6891, 1.3675], [-5.0339, -0.5179, -0.7864], [-4.0189, 0.4601, -1.0704], [-4.8450, -1.3435, -1.4656], [-4.9773, -0.8818, 0.2434], [-6.0293, -0.1152, -0.9796], [-4.1566, 1.2241, -0.5095], [5.2168, 0.0694, -2.0456], [4.2874, 1.0213, -1.5191], [6.1418, 0.1777, -1.4877], [4.8431, -0.9494, -1.9262], [5.4140, 0.2578, -3.1021], [3.4775, 0.9216, -2.0315], [-1.6176, 0.2772, -3.9861], [-2.9498, 0.7777, -3.9967], [-1.1459, 0.5895, -4.9135], [-1.0446, 0.6820, -3.1460], [-1.6007, -0.8143, -3.9301], [-3.3753, 0.4849, -3.1878], [1.4053, -1.0280, 0.8589], [2.2692, 0.1123, 0.9283], [1.8563, -1.7626, 0.2010], [1.2832, -1.4673, 1.8538], [0.4285, -0.7517, 0.4526], [1.8536, 0.7481, 1.5190], [4.8888, -2.3665, 0.9272], [4.1614, -2.7679, 2.0895], [5.4402, -3.2217, 0.5497], [4.2042, -2.0200, 0.1510], [5.5939, -1.5708, 1.1735], [3.6828, -1.9948, 2.4029], [-6.5700, 4.2093, -0.2101], [-6.7164, 4.1409, 1.2143], [-6.3832, 3.1987, -0.5658], [-7.4802, 4.5803, -0.6812], [-5.7303, 4.8473, -0.4961], [-6.8970, 5.0293, 1.5304], [4.1333, -4.3824, 5.3434], [3.0666, -4.1427, 4.4310], [3.7249, -4.9039, 6.2048], [4.9021, -5.0053, 4.8757], [4.5841, -3.4427, 5.6731], [3.4330, -3.6830, 3.6680], [-2.0513, -2.7147, -1.3879], [-0.7333, -2.2272, -1.6176], [-2.3419, -2.3204, -0.4157], [-2.7480, -2.3422, -2.1454], [-2.0945, -3.8050, -1.3578], [-0.4130, -2.5266, -2.4705], [2.8175, 6.5971, 0.7896], [1.4547, 6.9386, 0.5217], [2.8668, 6.2473, 1.8169], [3.1715, 5.8065, 0.1249], [3.4674, 7.4667, 0.6836], [1.4151, 7.2617, -0.3815], [5.1267, -7.5335, 2.6877], [4.4013, -7.9454, 3.8404], [5.6535, -8.3948, 2.2874], [4.4483, -7.1471, 1.9218], [5.8630, -6.7658, 2.9445], [3.9451, -7.1705, 4.1736], [-4.7310, -2.0463, -5.2422], [-5.0358, -2.0289, -3.8427], [-4.4589, -3.0613, -5.5158], [-5.5967, -1.7413, -5.8326], [-3.8923, -1.3800, -5.4551], [-5.2800, -1.1264, -3.6291]],
  "atomic_forces_ev_per_a": [[-0.672, 1.065, -0.428], [0.186, -0.053, -0.132], [0.078, 0.249, -0.038], [-0.219, 0.099, 0.855], [-0.126, 0.181, -0.668], [0.223, -0.151, -0.386], [-0.162, 0.595, -0.085], [0.013, 0.349, -0.098], [-0.258, 0.280, 0.125], [0.856, -0.145, -0.452], [-0.084, 0.758, 0.015], [0.832, -0.487, -0.113], [-0.043, 0.607, 0.293], [-0.185, 0.108, 0.311], [-0.212, -0.343, -0.479], [0.165, -0.208, 0.328], [-0.595, -0.083, 0.260], [0.205, -0.279, 0.063], [-0.314, -0.386, 0.129], [0.142, 0.185, -0.137], [0.086, -0.326, 0.073], [-0.059, -0.120, 0.065], [0.010, 0.013, -0.032], [-0.026, -0.023, 0.038], [-0.198, 0.207, -0.077], [-0.194, 0.224, 0.080], [0.093, -0.263, -0.292], [0.040, 0.000, 0.022], [0.053, -0.060, -0.005], [0.072, -0.025, -0.021], [-0.040, 0.134, 0.161], [-0.298, 0.068, 0.005], [0.231, -0.071, -0.149], [0.018, 0.025, -0.033], [0.047, -0.031, -0.020], [0.037, -0.015, -0.004], [-0.069, 0.068, 0.305], [0.273, 0.179, 0.396], [-0.285, -1.396, 0.283], [0.005, -0.001, -0.064], [-0.112, -0.152, -0.106], [-0.006, -0.316, -0.094], [0.336, -0.677, 0.152], [-0.086, 0.096, 0.122], [-0.021, 0.048, -0.051], [-0.025, -0.124, 0.109], [0.058, 0.059, -0.046], [0.015, 0.014, -0.092], [0.028, 0.130, -0.046], [-0.026, 0.107, 0.191], [0.325, -0.100, -0.177], [-0.021, -0.051, 0.004], [-0.004, -0.027, -0.036], [-0.003, -0.018, -0.022], [-0.127, 0.067, 0.073], [-0.089, 0.114, -0.358], [-0.096, -0.001, 0.208], [-0.022, -0.010, 0.021], [0.088, 0.009, 0.141], [0.073, -0.069, 0.087], [0.131, -0.229, -0.142], [0.096, 0.185, -0.199], [0.105, 0.144, 0.244], [-0.111, -0.069, 0.033], [-0.049, -0.084, 0.042], [0.026, 0.013, 0.009], [-0.069, -0.130, -0.097], [-0.152, 0.111, -0.060], [0.090, -0.217, 0.019], [-0.018, -0.003, 0.036], [0.025, -0.033, -0.013], [0.036, -0.003, 0.033], [-0.026, 0.141, -0.052], [-0.165, 0.132, 0.186], [0.186, -0.071, -0.182], [-0.026, -0.091, 0.055], [0.091, 0.020, -0.072], [0.027, 0.010, -0.104], [-0.158, 0.065, 0.116], [0.045, 0.143, 0.115], [0.141, -0.083, -0.072], [-0.032, -0.069, 0.091], [0.022, -0.026, -0.041], [-0.029, -0.004, -0.082], [-0.097, 0.121, -0.035]],
  "orbital_gap_ha": 0.3105,
  "mol_weight_g_mol": 513.67,
  "total_charge": 1,
  "e_tot_ha": -2122.894018
}